62
Properties=species:S:1:pos:R:3:forces:R:3:mulliken_charge:R:1 method="wB97M-V/def2-TZVPD" e_tot_ha=-2221.50960 e_homo_ev=-5.6 de_lowest_ev=0.127 total_charge=-1 gap_ha=0.3066 multiplicity=1
Be 0.39868 -0.31929 0.66774 0.2686 -0.1619 -0.1516 -1.1332
C -0.50333 1.55302 -2.91493 -0.0239 -0.1378 0.1917 -0.9722
Si -1.53306 0.52120 -1.71918 -0.3605 -0.0859 -0.1110 0.4306
C -2.94837 -0.21934 -2.77648 0.2087 0.0355 0.0929 -1.3561
C -2.40315 1.60031 -0.43713 0.2985 -0.1106 0.0145 -1.0322
C -0.55186 -0.86090 -0.89702 -0.1474 0.0522 -0.3222 4.0689
C -1.38365 -1.42860 0.17090 -0.5029 -0.2807 -0.0871 -2.8887
C -2.29246 -2.50192 0.10561 -0.0268 0.0667 0.0046 -0.3190
C -2.97893 -2.87665 1.23796 0.0416 0.0725 0.0691 -0.6250
C -2.74946 -2.20868 2.44402 -0.0511 -0.0485 -0.1033 -0.7925
C -1.82435 -1.18752 2.44985 -0.0706 0.0760 0.1445 -0.5038
N -1.17526 -0.81157 1.35185 -0.0833 -0.2892 -0.1017 0.4621
Si 0.12265 -2.16364 -2.06684 0.3916 -0.2036 -0.0780 0.5262
C 1.47374 -1.42052 -3.17846 -0.0456 -0.0308 0.1863 -0.6476
C 0.81922 -3.61424 -1.07156 -0.0084 0.2550 0.0145 -1.1703
C -1.03028 -3.00917 -3.34336 -0.0726 0.3112 0.2245 -1.2814
H -1.14314 2.21585 -3.50390 -0.0371 -0.0192 0.0468 0.4676
H 0.05963 0.92468 -3.60955 -0.0398 0.0150 0.0276 0.2696
H 0.19486 2.16602 -2.34825 0.0918 0.0862 0.0025 0.1762
H -3.70802 0.53475 -2.99966 0.0247 0.0476 0.0339 0.3725
H -3.44426 -1.04658 -2.26006 -0.0051 0.0125 -0.0051 0.3119
H -2.57219 -0.59990 -3.72906 -0.0499 0.0164 0.0342 0.2939
H -3.03794 2.35171 -0.91179 0.0112 -0.0066 -0.0899 0.4140
H -1.65483 2.11624 0.16829 -0.1402 -0.0205 -0.0128 0.2175
H -3.03050 0.99831 0.22520 -0.0311 -0.0338 -0.0440 0.2721
H -2.44661 -3.00551 -0.83855 -0.0403 -0.0042 0.0182 0.2961
H -3.70220 -3.68254 1.19466 0.0308 -0.0286 0.0033 0.4482
H -3.26658 -2.49548 3.34849 0.0081 0.0495 0.0201 0.3865
H -1.59083 -0.64345 3.35840 0.0542 -0.0158 -0.0192 0.4675
H 1.93941 -0.54299 -2.72802 0.0076 -0.0608 -0.0260 -0.3106
H 1.06284 -1.12275 -4.14610 0.0027 0.0074 0.0095 0.3460
H 2.25930 -2.15794 -3.36193 -0.0170 -0.0215 -0.0121 0.4093
H 1.49342 -3.23988 -0.30070 0.0084 -0.0319 0.0156 0.3159
H 1.35699 -4.33243 -1.69548 -0.0549 0.0405 -0.1093 0.4691
H 0.01498 -4.15142 -0.56136 -0.0028 -0.0099 -0.0035 0.3039
H -1.38724 -2.30295 -4.09580 0.0056 -0.0677 0.0024 0.3346
H -1.90453 -3.48793 -2.89582 -0.0038 0.0043 -0.0202 0.3510
H -0.46301 -3.78800 -3.85993 0.0853 0.0074 0.0376 0.3733
C 6.58117 2.11933 -2.25951 -0.0620 -0.0210 0.0514 -1.5004
C 5.30443 2.21798 -1.46624 0.0615 0.0916 0.0220 0.9497
C 4.19822 1.43979 -1.79987 -0.0387 -0.0323 -0.0072 -0.8827
C 3.02922 1.51823 -1.06312 -0.0182 -0.0187 0.0026 0.8808
C 2.95590 2.38785 0.01285 -0.1940 0.1044 0.1845 -0.4313
C 4.04670 3.15984 0.36906 -0.0360 0.0484 0.0551 -0.3656
C 5.21673 3.07380 -0.37236 -0.0200 -0.0713 -0.0630 -0.7322
S 1.41629 2.48897 0.93104 -0.0358 0.0847 0.0222 1.5352
O 0.40646 2.92617 -0.00324 0.0760 -0.1388 -0.1503 -0.7738
O 1.68566 3.36277 2.05197 0.1398 -0.1802 0.0012 -0.8329
N 1.11698 1.00183 1.37630 0.2952 0.5506 0.0833 0.3709
C 2.07552 0.47201 2.35235 -0.0187 -0.0651 0.0534 -0.5542
C 2.26964 -1.01664 2.05944 0.2303 -0.1010 0.2198 0.5345
O 3.10786 -1.67164 2.66127 -0.1907 0.1291 -0.1391 -0.7712
O 1.45065 -1.46195 1.15998 -0.1008 0.1165 -0.0698 -0.2715
H 6.37537 1.86992 -3.30054 0.0266 -0.0128 -0.0037 0.3673
H 7.22963 1.34174 -1.84914 0.0188 0.0010 -0.0309 0.2869
H 7.12947 3.06119 -2.23275 0.0241 -0.0095 -0.0090 0.3850
H 4.25800 0.76098 -2.64349 -0.0184 -0.0009 -0.0069 0.4240
H 2.16481 0.90865 -1.30157 0.0478 0.0100 -0.0375 -0.8028
H 3.95842 3.81768 1.22416 0.0320 0.0061 -0.0252 0.5178
H 6.07472 3.67659 -0.09614 -0.0021 0.0119 -0.0092 0.3542
H 1.70293 0.56496 3.37843 0.0445 0.0540 -0.0375 0.2323
H 3.04675 0.97219 2.31815 0.0145 -0.0432 -0.0035 0.3279